[1]
{"formula": "C5H12N2", "method": "the ωB97M-V functional and the def2-TZVPD basis", "species": ["C", "C", "C", "C", "C", "N", "N", "H", "H", "H", "H", "H", "H", "H", "H", "H", "H", "H", "H"], "coordinates": [[1.90178, -0.72065, 0.22698], [3.18855, 0.07366, 0.57745], [2.27480, 0.48185, -0.58294], [-3.12567, -0.76008, 0.23338], [-1.54098, 1.10017, -0.15736], [-1.06841, -1.09795, -0.84351], [-1.82256, -0.36205, -0.30397], [2.14544, -1.66124, -0.40249], [1.05602, -0.76394, 0.85540], [3.23287, 0.57563, 1.54335], [4.11869, -0.12932, 0.12690], [1.73124, 1.49779, -0.74074], [-2.92392, -1.78448, 0.66801], [-3.39682, -0.31115, 1.31431], [-3.95999, -0.71947, -0.45895], [-1.95809, 1.44382, 0.78101], [-0.44373, 1.25004, -0.39396], [-2.08040, 1.73874, -0.92623], [2.67118, 0.14864, -1.51664]], "atomic_forces_ev_per_a": [[2.724, -1.366, -2.295], [-2.003, 0.609, -0.354], [-1.077, 2.008, 0.269], [0.634, -1.598, 3.593], [0.500, 0.194, -2.160], [5.581, -5.846, -4.310], [-6.562, 7.733, 5.060], [-0.966, 1.380, 1.507], [-0.516, 0.054, 0.752], [-0.230, 0.200, -0.471], [1.077, -1.082, 0.268], [0.744, -1.997, 0.907], [-0.678, 0.436, -1.230], [0.687, 0.093, -2.728], [-0.042, -0.004, -0.068], [0.650, -0.047, 0.452], [-1.248, -0.055, 0.958], [0.373, -0.942, 0.418], [0.351, 0.232, -0.567]], "total_charge": 0, "multiplicity": 3, "total_energy_ha": -306.98023, "lumo_energy_ev": [0.8821, 0.1836]}


[2]
{"formula": "C8H13F6N3O9S2Te4V", "method": "the ωB97M-V functional and the def2-TZVPD basis", "species": ["V", "Te", "Te", "Te", "Te", "F", "C", "F", "F", "S", "O", "O", "N", "S", "O", "O", "C", "F", "F", "F", "C", "C", "C", "O", "C", "O", "O", "H", "H", "H", "H", "H", "H", "H", "C", "O", "C", "O", "N", "N", "H", "H", "H", "H", "H", "H"], "coordinates": [[1.04143, 0.24578, 0.14339], [3.51513, -1.75713, -0.50857], [5.75040, -2.91839, -1.34667], [4.67460, -0.19439, -4.31373], [2.96152, 0.19963, -2.43278], [-1.26122, 1.23477, 3.69104], [-0.81137, 2.09436, 2.75210], [0.50419, 2.14085, 2.86037], [-1.28453, 3.31383, 3.05647], [-1.55376, 1.58124, 1.10992], [-1.08676, 0.21187, 0.84605], [-2.92682, 1.72125, 1.50050], [-1.09566, 2.65022, 0.09647], [0.03845, 2.33728, -1.04682], [2.00485, 1.42365, 0.66594], [-0.48380, 2.71948, -2.35853], [1.12524, 3.83169, -0.63221], [2.34898, 3.66130, -1.12758], [1.21370, 4.09295, 0.66539], [0.59558, 4.91076, -1.23056], [-3.07198, -1.48187, -3.02302], [-1.85959, -0.69122, -2.55382], [-1.04132, -0.18737, -3.74507], [-2.29399, 0.39364, -1.72560], [-0.98908, -1.52280, -1.57206], [-1.44477, -2.58625, -1.14065], [0.14259, -1.02770, -1.25519], [-3.69894, -0.83771, -3.64745], [-3.64447, -1.82942, -2.16605], [-2.76506, -2.34892, -3.61032], [-1.35852, 0.81995, -4.02427], [-1.17228, -0.84301, -4.60792], [0.01763, -0.13481, -3.50639], [-2.39158, 1.18173, -2.26992], [1.33838, -0.67438, 4.86860], [0.78359, -1.81006, 4.19660], [0.84995, -1.74521, 2.84983], [1.35105, -0.80706, 2.26159], [0.31852, -2.84655, 2.28489], [0.49016, -3.00926, 0.92670], [1.27939, -0.90953, 5.92849], [0.76700, 0.22177, 4.64438], [2.37260, -0.51959, 4.56604], [-0.04501, -3.56783, 2.88777], [-0.35556, -3.00582, 0.35697], [1.15113, -3.73171, 0.68567]], "atomic_forces_ev_per_a": [[-0.266, -0.841, 0.747], [0.262, 0.004, -0.361], [-0.005, 0.029, 0.015], [0.178, -0.052, -0.164], [0.254, -0.190, 0.040], [-0.014, 0.007, 0.020], [-0.150, 0.010, -0.014], [0.103, -0.061, -0.190], [-0.005, -0.038, 0.028], [-0.342, -0.267, 0.553], [0.411, 0.726, 0.503], [-0.050, -0.119, -0.454], [0.119, 0.369, -0.189], [-0.357, 0.316, 0.308], [-0.021, -0.216, -0.347], [-0.052, -0.081, -0.164], [-0.041, -0.068, 0.035], [-0.004, -0.041, -0.071], [-0.027, 0.016, -0.007], [-0.043, 0.013, 0.043], [-0.031, 0.054, 0.033], [0.130, 0.011, -0.004], [-0.002, -0.022, 0.020], [-0.174, 0.057, -0.136], [0.030, -0.178, 0.072], [0.013, -0.077, -0.013], [0.029, 0.390, -0.062], [0.003, -0.006, 0.003], [-0.018, 0.017, 0.001], [0.014, -0.007, 0.032], [-0.052, -0.030, -0.053], [0.034, -0.032, 0.020], [0.044, 0.063, 0.045], [0.131, 0.086, -0.031], [0.012, -0.007, -0.006], [-0.017, 0.002, -0.013], [0.027, -0.058, 0.012], [-0.099, 0.173, -0.164], [0.077, 0.035, -0.055], [-0.063, -0.094, -0.069], [-0.001, -0.001, -0.004], [-0.011, 0.012, -0.010], [-0.001, -0.007, -0.002], [-0.021, 0.005, -0.007], [-0.030, 0.076, 0.021], [0.027, 0.026, 0.037]], "total_charge": -2, "multiplicity": 4, "total_energy_ha": -4565.86752, "lumo_energy_ev": [4.0334, 3.5721]}


[3]
{"formula": "C3H3N3O2", "method": "the ωB97M-V functional and the def2-TZVPD basis", "species": ["C", "C", "C", "H", "H", "H", "N", "N", "N", "O", "O"], "coordinates": [[0.03581, 0.72355, 0.51916], [1.28032, 0.36222, 0.68275], [-0.90605, -0.18692, -0.08838], [0.20103, 2.33414, 1.46380], [2.09907, 0.61062, 1.40730], [2.51259, -0.88841, -0.49633], [1.56674, -0.62489, -0.16810], [0.81992, -1.23347, -1.14482], [-0.40529, -1.11223, -1.20303], [-0.55352, 1.93760, 0.85072], [-2.08932, -0.26951, 0.21875]], "atomic_forces_ev_per_a": [[-3.354, 2.845, 0.187], [1.790, -0.079, 0.847], [-2.859, -2.104, -1.777], [-2.637, -0.458, -1.755], [-1.048, 0.469, -0.975], [-0.622, 0.673, 1.369], [3.001, -4.000, -2.935], [1.152, -0.108, -0.095], [-0.819, 2.312, 2.704], [3.402, -0.047, 2.806], [1.994, 0.498, -0.376]], "total_charge": 0, "multiplicity": 1, "total_energy_ha": -430.74719, "lumo_energy_ev": 0.2476, "smiles": "O=c1nn[nH]cc1O"}


Table of relative energy (zero: lowest compared OMol25 entry of this formula, charge and spin) (kJ/mol), in record order: 190.6 225.4 456.3